Below is one molecule with the formula C18H27FN2, with properties calculated with the ωB97M-V functional and the def2-TZVPD basis.

Structure (XYZ):
```
48
Properties=species:S:1:pos:R:3:forces:R:3
H 3.839966 1.522675 -1.712286 0.0 0.1 0.0
H -4.969724 1.456092 0.705916 -0.1 0.0 -0.1
N -0.408740 0.739810 0.015926 0.1 0.1 -0.1
H -3.655450 -2.502405 -0.287573 0.0 -0.1 -0.1
C -5.953381 -1.021504 0.030480 0.2 0.1 0.0
H -7.420571 -1.116633 -1.539149 -0.1 0.0 -0.1
N 2.188845 1.198117 0.281996 -0.2 0.0 0.1
H -1.330803 -1.658897 -0.558691 0.1 0.0 0.0
C -6.385559 -0.804960 -1.415685 0.0 0.0 0.2
H 5.574360 0.004017 -2.472508 0.0 0.0 -0.1
H -4.362587 1.116955 -0.918177 -0.1 0.0 -0.1
H 1.314039 2.165162 1.862612 0.0 -0.1 0.0
C 3.970691 0.582331 -1.200920 -0.1 -0.1 0.1
H -4.349315 -0.839090 1.415226 0.0 0.0 0.0
C -4.506128 -0.623190 0.350550 -0.3 0.0 -0.3
C -2.064264 -1.077651 0.002111 0.0 0.1 -0.4
C 4.965151 -0.273830 -1.625250 0.1 -0.1 -0.1
H -5.774894 -1.389238 -2.098599 0.0 0.0 -0.1
C 0.002250 2.053548 -0.426561 0.1 0.0 0.1
C 3.403426 -0.935139 0.528158 0.1 -0.1 0.0
H 4.539589 -2.715297 0.659830 0.0 -0.1 0.1
C -2.828668 1.233798 0.575335 0.1 0.0 -0.3
C 5.195258 -1.470651 -0.968997 0.0 0.0 0.0
H -3.584142 -1.225853 -1.506906 0.0 0.0 -0.1
H 1.917919 3.037155 -0.707564 0.0 0.0 -0.1
H -0.566619 0.765180 2.149899 0.0 0.0 0.0
C 1.514680 2.014200 -0.708741 -0.1 0.3 -0.1
C 0.107683 0.438135 1.341915 0.1 -0.2 0.1
H 0.239230 -0.643537 1.416686 0.0 0.1 0.1
H -2.656360 2.300670 0.414544 0.0 0.0 0.1
C 1.465281 1.132573 1.525721 -0.2 -0.1 0.2
H -1.969894 0.619631 -1.291131 -0.1 0.0 0.0
C -4.244270 0.868384 0.138084 0.1 -0.1 0.3
H -1.950349 -1.316355 1.060575 0.0 0.0 0.1
C 4.404755 -1.791109 0.119173 -0.1 0.1 0.0
H -6.618726 -0.450845 0.683641 0.0 -0.1 0.1
H -0.230687 2.844660 0.306785 0.0 0.0 -0.1
H 1.672966 1.574808 -1.695590 0.0 0.0 0.1
C -1.803122 0.412403 -0.224945 -0.1 -0.1 0.2
H -6.315122 0.243263 -1.693423 0.0 0.1 -0.1
F 2.659071 -1.356189 1.590904 0.0 0.1 -0.1
H 5.973806 -2.141986 -1.293935 0.1 -0.1 0.0
H 2.052401 0.627510 2.288788 -0.1 0.1 0.0
C 3.138759 0.287317 -0.107031 0.4 -0.2 0.0
H -6.079832 -2.078461 0.278485 0.0 0.0 0.1
H -0.520830 2.299180 -1.352841 0.0 0.0 0.0
H -2.715957 1.028777 1.641983 0.0 0.0 0.1
C -3.480046 -1.435406 -0.441149 0.0 0.0 0.4
```
Forces are in eV/Å.

Values from the calculation:
SMILES: CC[C@H]1CC[C@H](N2CCN(c3ccccc3F)CC2)CC1
E_LUMO in eV: 0.91
Energy in eV: -24801.8926
E_HOMO in eV: -7.546